(1)
The following is a quantum chemistry calculation of C24H33GeN8O5RhS2Se as an isolated structure, from OMol25.

Calculated values
**HOMO energy (alpha / beta)**: -7.19 / -7.19 eV
**Gap between HOMO and LUMO (alpha / beta)**: 3.90 / 4.02 eV
**E_tot**: -194118.50984 eV

Geometry as ORCA input:
```
! wB97M-V def2-TZVPD RIJCOSX def2/J DEFGRID3
* xyz 0 1
Rh 0.3777 -0.4455 0.2947
Se -2.4992 -2.2309 1.4175
Ge -4.3877 -0.2020 3.1432
S -1.5239 0.3866 -0.6889
S 3.8497 -8.7962 1.3298
O 1.6057 0.3531 3.2549
O 5.1130 -8.9799 0.6386
O 3.1824 -10.0061 1.7675
O 3.8289 -7.7029 2.2823
O -0.0860 -0.6848 2.4249
N 2.6009 -9.0110 -1.1088
N -2.4338 2.8190 -0.1401
N 0.5640 -0.2163 3.3980
N 0.3676 -2.4509 -0.1134
N -0.3040 2.4236 0.6133
N 2.2628 -6.9895 0.1098
N 2.4841 -0.3973 0.4429
N 0.6748 1.4799 0.6823
C 1.2516 -4.5471 0.6182
C 1.2936 -7.2376 -2.0170
C -2.9738 -3.2761 -0.1572
C -1.3798 2.0021 0.0102
C 1.8467 -8.5095 -2.0757
C 0.8709 -3.2475 0.8501
C 3.3724 -1.3636 0.2285
C 1.8610 1.8341 1.0435
C 2.8976 0.7959 0.9137
C -2.2789 4.6541 1.5476
C 4.7237 -1.2005 0.4839
C 0.1959 -2.9827 -1.3261
C 2.7678 -8.2127 -0.0441
C 4.2327 1.0319 1.1731
C -4.1697 -1.2317 1.4710
C -2.9395 1.1118 3.2789
C 2.1958 3.2102 1.5024
C -6.1422 0.6612 3.0058
C 5.1583 0.0198 0.9644
C -2.3629 4.2644 0.0764
C 1.5366 -6.4887 -0.8835
C -4.3584 -1.4915 4.6092
C 1.0814 -5.1027 -0.6519
C 0.5188 -4.2898 -1.6276
H -2.5201 1.1310 4.2856
H -6.3669 1.2271 3.9114
H 4.5415 2.0002 1.5403
H 6.2088 0.1810 1.1655
H -3.4374 -2.0744 4.5701
H -0.2186 -2.3268 -2.0812
H 1.6969 -9.1531 -2.9362
H 3.0029 -2.2995 -0.1675
H 5.4035 -2.0238 0.3155
H -2.9377 -2.6369 -1.0401
H -1.4951 4.6599 -0.4563
H -4.2064 -0.5858 0.5923
H -4.9756 -1.9637 1.3987
H 2.6857 3.1545 2.4764
H -1.4423 4.1519 2.0270
H -6.9200 -0.0919 2.8740
H 2.8664 3.7030 0.7953
H -2.2644 -4.0947 -0.2592
H -6.1755 1.3456 2.1565
H -5.2063 -2.1735 4.5386
H -3.2614 4.6930 -0.3630
H 0.3420 -4.6604 -2.6277
H -3.9773 -3.6729 -0.0278
H 1.2883 3.7956 1.5910
H 1.6825 -5.1573 1.4036
H -3.1980 4.3913 2.0709
H -3.1728 2.4584 -0.7192
H -2.1294 5.7316 1.6263
H -4.4044 -0.9818 5.5731
H -2.1409 0.8471 2.5848
H 0.9730 -2.8051 1.8314
H 0.6864 -6.8578 -2.8313
H -3.3024 2.1097 3.0310
*
```

Atomic partial charges in e from the Löwdin method, atoms 1 to 5: 0.918 0.826 0.749 0.668 0.393

=====

(2)
The following is a quantum chemistry calculation of an isolated ion of composition C24H33N2O2 and charge +1, from OMol25.

Calculated values
**Structure (SMILES)**: CC(C)CNC(=O)[C@H]1CC[N@@H+](Cc2ccc(OCc3ccccc3)cc2)CC1
**HOMO energy**: -11.23 eV
**Gap between HOMO and LUMO**: 8.96 eV
**E_tot**: -32494.17426 eV

Geometry as ORCA input:
```
! wB97M-V def2-TZVPD RIJCOSX def2/J DEFGRID3
* xyz 1 1
O -3.4601 -1.3376 0.5048
O 3.2208 4.6491 -0.2761
N -0.1874 -0.6648 -0.2452
N -3.9635 -2.5846 2.3119
C -3.1102 -1.9877 1.4775
C 6.6685 3.5570 -3.7856
C -5.9498 -3.9810 1.7943
C -5.7745 -4.9314 2.9773
C 2.5209 3.5428 -0.5674
C -5.3975 -2.5823 2.1069
C 4.8178 4.5888 -2.6612
C 1.1368 3.7157 -0.6986
C 4.6324 4.5770 -0.1529
C 3.0582 2.2657 -0.7384
C -1.6239 -2.1595 1.8313
C 5.4769 4.2601 -3.8324
C 5.3422 4.2081 -1.4333
C 0.8534 1.3735 -1.1599
C 2.2269 1.2022 -1.0312
C -0.0273 0.1939 -1.4579
C -5.3017 -4.5521 0.5358
C 6.5369 3.5009 -1.3911
C -0.8404 -1.9566 -0.5553
C 0.3189 2.6484 -0.9880
C -0.9344 0.0417 0.8220
C 7.1993 3.1811 -2.5630
C -0.8777 -2.8472 0.6795
C -0.9706 -0.7952 2.0925
H -0.2957 -2.4483 -1.3632
H 4.9082 3.8858 0.6546
H 5.0619 4.5606 -4.7826
H 0.7557 -0.8567 0.1158
H -0.7439 2.8055 -1.0961
H 7.1853 3.3057 -4.6991
H -5.4048 -3.8598 -0.2960
H 4.9212 5.5889 0.1507
H 4.1201 2.0988 -0.6669
H -0.4550 1.0051 1.0039
H -1.5342 -2.7742 2.7299
H 6.9529 3.2073 -0.4373
H -1.9548 0.1988 0.4634
H -1.5321 -0.2503 2.8517
H -4.7240 -5.1575 3.1516
H -5.5919 -1.9083 1.2705
H -4.2418 -4.7407 0.6990
H -1.0212 0.5139 -1.7743
H 3.8925 5.1453 -2.6959
H -1.3715 -3.7832 0.4165
H -5.8803 -2.1849 3.0044
H 0.0429 -0.9474 2.4744
H -3.6261 -3.1270 3.0914
H -6.1964 -4.5033 3.8837
H -5.7741 -5.4915 0.2627
H 0.7332 4.7069 -0.5719
H 2.6668 0.2251 -1.1811
H -7.0206 -3.8552 1.6092
H -6.2847 -5.8697 2.7781
H 0.1392 -3.0878 1.0025
H -1.8624 -1.7434 -0.8794
H 8.1305 2.6367 -2.5207
H 0.4140 -0.4211 -2.2459
*
```

Atomic partial charges in e from the Löwdin method, atoms 1 to 5: 0.042 -0.026 -0.084 0.092 -0.457

=====

Result set for ΔE to the lowest compared entry with this formula, charge and spin: 21.1, 2.3 kcal/mol, one per record in the order listed.